(1)
ORCA calculation (ωB97M-V/def2-TZVPD) on C19H20ClN3O4 in the gas phase.

Positions of all 47 atoms, in Å:
H (2.457, -1.608, -3.620)
C (3.245, 0.166, -4.508)
H (-3.674, -1.069, 4.287)
H (2.365, 3.319, -3.633)
H (0.942, -1.634, -1.990)
H (-3.498, 0.089, 2.262)
C (2.401, 2.241, -3.647)
H (4.817, 3.796, -6.282)
N (-1.294, -2.385, -1.100)
H (3.121, 3.970, -5.770)
C (-2.832, -0.537, 4.705)
O (-0.212, 0.941, -0.575)
C (-0.714, -1.402, -0.211)
C (3.233, 1.562, -4.528)
H (-0.717, 0.556, 1.416)
C (-1.374, -0.076, 6.550)
H (-2.058, -4.939, -1.574)
Cl (-0.145, 2.148, 3.487)
O (-2.953, -1.505, 0.637)
H (-0.950, -5.098, -2.950)
C (-1.544, -4.400, -2.367)
H (0.955, 2.081, -2.084)
H (-1.077, -0.240, 7.574)
H (0.181, 1.352, 6.168)
C (-1.051, 1.027, 4.452)
H (4.430, 3.994, -4.555)
C (-1.869, -0.950, 0.704)
C (-0.666, 0.818, 5.766)
O (0.573, -3.351, -1.917)
H (0.062, -1.872, 0.414)
N (0.818, -0.619, -1.886)
C (-2.457, -0.755, 6.019)
C (-2.547, 0.586, 2.468)
N (-1.565, 0.024, 1.562)
H (-3.009, -1.456, 6.627)
C (1.595, 1.543, -2.763)
O (4.063, 2.151, -5.436)
C (2.444, -0.528, -3.630)
C (-0.642, -3.349, -1.772)
H (3.894, -0.352, -5.196)
H (-2.289, -3.933, -3.007)
C (1.609, 0.155, -2.745)
C (-0.021, -0.208, -0.927)
C (4.098, 3.555, -5.501)
C (-2.142, 0.360, 3.901)
H (-2.646, 1.658, 2.271)
H (-2.296, -2.474, -0.933)

The value obtained for the energy above the lowest of the compared OMol25 structures with the same formula, charge and spin is 0.00 kcal/mol. Its structure (SMILES) is COc1ccc(NC(=O)[C@H](NC(C)=O)C(=O)NCc2ccccc2Cl)cc1.


(2)
ORCA calculation (ωB97M-V/def2-TZVPD) on a molecular structure, C19H20F2N4O2.

Positions of all 47 atoms, in Å:
H (1.859, 3.046, -0.979)
N (-1.742, -1.454, 0.426)
C (4.022, 2.779, -0.863)
H (5.001, 2.901, -0.564)
C (3.244, -1.412, -0.101)
O (4.924, 1.391, 1.472)
N (1.807, -1.310, -0.192)
C (0.946, -0.451, 0.657)
C (-3.898, -0.055, 0.411)
C (-5.485, 1.918, -0.952)
C (-4.876, -0.435, -0.677)
C (4.342, 0.785, 0.581)
H (3.049, 3.098, 0.631)
N (1.230, -2.364, -0.734)
C (-0.100, 0.269, 0.025)
H (-6.334, 2.566, -1.164)
O (-3.437, -1.565, 1.917)
H (-0.192, -0.390, 2.589)
H (-6.467, 0.207, -1.795)
C (3.419, 1.563, -0.492)
H (0.965, -2.000, 2.359)
C (-1.143, -0.784, -0.582)
H (-4.497, 3.477, -0.031)
H (-0.422, 1.208, 0.489)
H (-0.412, -2.829, 0.576)
H (3.176, 0.648, -1.262)
N (4.135, -0.462, 0.698)
C (-4.641, 2.207, 0.055)
C (-2.962, -0.933, 1.083)
H (-1.427, -2.761, 2.025)
F (-2.690, 1.805, 1.359)
H (4.543, -2.671, -0.941)
H (4.068, 2.824, -2.139)
H (2.197, -3.651, -2.323)
H (-1.929, -0.036, -1.245)
F (-5.052, -1.641, -0.731)
C (-3.710, 1.178, 0.598)
H (4.500, -0.948, 1.474)
H (-0.702, -1.198, -1.282)
C (2.954, 2.697, -0.204)
H (0.510, 0.724, -0.871)
C (3.579, -2.556, -1.108)
C (-5.734, 0.510, -1.062)
C (2.284, -2.962, -1.387)
H (1.724, 0.436, 1.269)
C (-0.952, -2.035, 1.153)
C (0.322, -1.334, 1.833)

The value obtained for the energy above the lowest of the compared OMol25 structures with the same formula, charge and spin is 408.48 kcal/mol.


(3)
ORCA calculation (ωB97M-V/def2-TZVPD) on C19H20F4N4O2 in the gas phase.

Positions of all 49 atoms, in Å:
C (-2.554, 4.780, 2.030)
H (1.627, -1.716, 1.155)
H (-0.255, 3.576, -0.214)
N (-0.939, 1.891, 3.408)
H (-1.837, 1.741, 3.846)
H (0.060, 1.776, 1.469)
C (0.424, -4.374, -2.645)
O (-0.654, -4.071, -3.330)
H (-0.224, -0.390, 2.465)
C (-1.056, 6.474, 1.056)
H (-2.940, 2.023, 2.090)
N (0.845, -3.408, -1.804)
H (1.210, -5.844, -0.282)
H (1.294, -7.478, -1.278)
C (-1.109, -0.032, 1.923)
H (2.980, 0.422, -0.279)
C (1.461, -6.420, -1.237)
H (-2.019, -0.300, 2.456)
O (-2.047, -0.526, -0.173)
C (-0.759, 4.222, 0.463)
H (1.636, -0.004, 1.355)
C (-1.796, 3.778, 1.398)
C (1.157, -5.753, -2.582)
F (-3.679, 4.608, 2.760)
H (-2.263, 1.986, 0.357)
C (0.069, -2.334, -2.131)
H (2.316, -1.103, -2.673)
C (2.432, -0.525, -0.518)
H (3.185, -6.657, -2.626)
C (-2.171, 6.110, 1.817)
C (0.311, -0.976, -1.559)
F (0.864, -6.702, -3.532)
N (0.208, -0.790, -0.068)
F (0.360, 5.903, -0.750)
C (-2.061, 2.250, 1.385)
C (1.465, -0.756, 0.605)
H (3.053, -1.429, -0.498)
H (1.843, 0.502, -2.355)
F (-0.969, 7.777, 0.749)
H (-0.637, 2.898, 3.523)
H (-0.249, -0.270, -2.136)
C (1.756, -0.494, -1.918)
H (-2.792, 6.906, 2.366)
C (2.587, -5.898, -2.089)
C (-1.043, -0.607, 0.540)
C (-0.473, 5.479, 0.240)
H (3.144, -5.018, -1.839)
N (-0.861, -2.669, -2.957)
C (-0.899, 1.440, 2.016)

The value obtained for the energy above the lowest of the compared OMol25 structures with the same formula, charge and spin is 56.72 kcal/mol. Its structure (SMILES) is N[C@@H](CC(=O)N1CCC[C@H]1c1noc(C2(F)CC2)n1)Cc1cc(F)c(F)cc1F.


(4)
ORCA calculation (ωB97M-V/def2-TZVPD) on a molecular structure, C19H20GaN8S.

Positions of all 49 atoms, in Å:
N (8.347, 4.772, -0.038)
C (-1.670, -1.537, 1.649)
N (-0.938, -1.948, 0.582)
C (3.777, 3.595, 0.914)
H (4.138, 1.486, -1.741)
C (5.657, 2.753, -0.966)
C (4.387, 2.207, -0.977)
N (-4.683, -1.599, -3.239)
H (-2.134, -5.408, 3.643)
H (-1.043, 1.870, 0.646)
C (7.302, 4.306, -0.030)
C (3.464, 2.635, -0.032)
H (-2.062, -4.037, 4.762)
H (1.029, 3.559, 1.063)
C (5.048, 4.145, 0.913)
N (2.127, 2.062, -0.035)
C (-0.617, -4.054, 1.659)
C (5.988, 3.725, -0.023)
H (0.158, -3.513, -0.261)
H (-5.245, 1.352, -2.081)
N (-2.310, 0.344, -1.412)
C (-4.459, -0.602, -2.441)
H (-2.079, -0.535, 1.612)
S (-0.792, -1.859, -2.877)
C (1.774, 0.916, -0.595)
C (-2.484, -1.541, -2.881)
H (-6.434, 0.058, -2.263)
Ga (-0.572, -0.802, -0.915)
H (-2.469, -1.965, 3.565)
H (-2.029, 1.136, -2.005)
C (-1.887, -2.341, 2.736)
C (-0.022, 1.773, 0.322)
H (2.452, 0.262, -1.116)
C (-1.353, -3.636, 2.774)
N (-3.469, -2.162, -3.500)
H (-5.515, 0.180, -0.762)
H (6.390, 2.437, -1.693)
N (-3.082, -0.535, -2.208)
C (-1.550, -4.535, 3.943)
N (0.459, 0.688, -0.412)
H (-2.914, 0.728, -0.680)
H (-0.193, -5.048, 1.619)
H (5.312, 4.898, 1.641)
C (-5.461, 0.309, -1.846)
C (1.010, 2.614, 0.551)
H (-0.588, -4.909, 4.295)
H (3.071, 3.916, 1.667)
H (-3.413, -2.956, -4.132)
C (-0.423, -3.204, 0.602)

Its net charge is +3.


Table of Kohn-Sham gap (Eh), in record order: 0.3143, 0.3326, 0.3569, 0.2554